# 1
Entry from OMol25: a single C5H10O molecule (ωB97M-V/def2-TZVPD).

```
16
C5H10O (ωB97M-V/def2-TZVPD)
C -1.153 0.147 -1.684
C -0.325 -0.829 -0.871
C -0.430 -0.677 0.623
O 0.719 -1.239 1.239
C 0.477 0.167 1.404
C 1.363 1.219 0.753
H -2.207 0.102 -1.392
H -1.080 -0.090 -2.749
H -0.803 1.175 -1.536
H -0.617 -1.865 -1.079
H 0.737 -0.765 -1.130
H -1.412 -0.911 1.051
H 0.254 0.257 2.460
H 1.734 0.857 -0.209
H 2.220 1.472 1.382
H 0.828 2.160 0.547
```

For the largest force on an atom, the calculation gives 0.95 eV/A. For the total energy, the calculation gives -271.7036 Ha. As for the LUMO energy: 1.1 eV. The frontier orbital gap comes out at 11.127 eV. The energy above the lowest of the compared OMol25 structures with the same formula, charge and spin comes out at 30.8 kcal per mole. The net charge is 0.

# 2
Entry from OMol25: a molecular structure, C9H20B2CaO6PS in a non-equilibrium geometry (ωB97M-V/def2-TZVPD).

```
40
C9H20B2CaO6PS (ωB97M-V/def2-TZVPD)
C 0.368 4.075 0.140
O -0.728 3.066 0.070
B -0.060 1.718 0.132
O 0.985 1.412 1.168
B -0.513 0.637 -1.029
C 0.223 -0.831 -0.942
C 1.855 -0.803 -1.101
C 2.639 -2.059 -0.379
C 2.418 -2.165 1.242
O 3.441 -1.432 2.035
C 2.818 -0.621 3.096
O 1.976 -1.069 4.038
C -2.162 0.383 -0.900
C -2.599 -0.389 0.479
O -4.097 -0.321 0.540
C -4.658 -1.651 0.824
O -4.500 -2.620 -0.102
P -0.263 1.524 -2.747
S -0.042 0.242 -4.223
H 1.389 3.650 -0.265
H 0.038 4.947 -0.601
H 0.418 4.426 1.266
H 1.904 1.669 0.801
H -0.192 -1.468 -1.862
H -0.065 -1.464 0.018
H 2.377 0.178 -0.732
H 2.086 -0.885 -2.265
H 3.802 -1.847 -0.541
H 2.445 -3.091 -0.947
H 1.357 -1.851 1.624
H 2.550 -3.310 1.539
H 3.138 0.529 3.134
H -2.782 1.377 -1.114
H -2.448 -0.346 -1.801
H -2.207 -1.490 0.425
H -2.223 0.107 1.470
H -5.279 -1.851 1.815
H 0.873 2.449 -2.632
H -1.505 2.248 -2.989
Ca -2.779 -3.072 1.316
```

For the largest force on an atom, the calculation gives 8.57 eV/A. For the total energy, the calculation gives -2272.6758 Ha. As for the LUMO energy: -7.3 eV. The frontier orbital gap comes out at 2.390 eV. The energy above the lowest of the compared OMol25 structures with the same formula, charge and spin comes out at 83.4 kcal per mole. The net charge is +1.

# 3
Entry from OMol25: a molecular structure, C11H11BrIrO2 in a non-equilibrium geometry (ωB97M-V/def2-TZVPD).

```
26
C11H11BrIrO2 (ωB97M-V/def2-TZVPD)
C 1.280 1.599 0.772
C 0.689 1.007 1.897
C 1.081 -0.354 1.921
H 0.019 1.480 2.591
C 1.928 -0.587 0.822
C 2.028 0.604 0.088
H 2.583 0.735 -0.824
H 1.175 2.626 0.471
H 0.748 -1.093 2.624
H 2.365 -1.529 0.555
Ir -0.202 0.005 0.043
Br -2.007 -0.615 1.747
C -1.756 -0.175 -1.647
C -0.500 0.143 -2.219
C -0.136 1.417 -1.762
H 0.084 -0.502 -2.849
C -1.157 1.885 -0.893
C -2.167 0.913 -0.857
H -3.065 0.961 -0.273
H -2.280 -1.106 -1.753
H 0.766 1.943 -2.017
H -1.166 2.822 -0.363
O -0.405 -4.253 0.263
C -0.029 -3.023 0.521
O -0.588 -2.028 -0.140
H 0.711 -2.873 1.283
```

For the largest force on an atom, the calculation gives 6.44 eV/A. For the total energy, the calculation gives -3254.4711 Ha. As for the LUMO energy (alpha / beta): 2.7 / 2.7 eV. Its spin multiplicity is 5. Its expectation value of S² is 6.02. The frontier orbital gap (alpha / beta) comes out at 5.491 / 7.416 eV. The energy above the lowest of the compared OMol25 structures with the same formula, charge and spin comes out at 0.0 kcal per mole. The net charge is -1.

# 4
Entry from OMol25: a molecular structure, C3H4OS in a non-equilibrium geometry (ωB97M-V/def2-TZVPD).

```
9
C3H4OS (ωB97M-V/def2-TZVPD)
C -1.920 -0.484 -0.315
C 0.938 0.175 0.012
C -0.207 -0.438 0.746
O -2.938 -0.653 0.188
S 0.840 -1.640 -0.104
H -1.561 -0.418 -1.250
H 0.834 0.453 -1.064
H 1.928 0.460 0.348
H -0.320 -0.366 1.857
```

For the largest force on an atom, the calculation gives 6.87 eV/A. For the total energy, the calculation gives -590.0212 Ha. As for the LUMO energy: 0.8 eV. The frontier orbital gap comes out at 9.297 eV. The energy above the lowest of the compared OMol25 structures with the same formula, charge and spin comes out at 64.9 kcal per mole. The net charge is 0.

# 5
Entry from OMol25: a molecular structure, C21H14ClN3O3S3Sc (ωB97M-V/def2-TZVPD).

```
46
C21H14ClN3O3S3Sc (ωB97M-V/def2-TZVPD)
Sc 0.172 -0.416 -0.103
Cl -1.035 -0.965 7.139
C -0.959 -1.112 5.398
C -0.691 -2.358 4.821
C -0.639 -2.487 3.457
C -0.833 -1.381 2.591
O -0.807 -1.543 1.312
C -1.078 -0.122 3.205
C -1.275 1.078 2.430
N -0.991 1.199 1.188
C -1.184 2.430 0.539
C -1.168 3.664 1.134
C -1.419 4.823 0.372
C -1.668 4.747 -0.969
C -1.629 3.492 -1.623
C -1.832 3.321 -3.010
C -1.735 2.075 -3.554
C -1.393 0.987 -2.727
N -1.204 1.107 -1.434
C -1.351 2.337 -0.869
C -1.158 -0.016 4.602
H -0.530 -3.216 5.461
H -0.434 -3.445 2.995
H -1.692 1.933 2.970
H -0.916 3.749 2.181
H -1.403 5.787 0.863
H -1.868 5.639 -1.550
H -2.054 4.186 -3.626
H -1.872 1.905 -4.613
H -1.248 0.000 -3.149
H -1.360 0.949 5.051
S 1.162 -1.506 -4.525
C 0.963 -1.219 -2.901
S 1.847 -0.005 -2.036
S -0.217 -2.096 -1.944
O 2.008 -1.569 0.808
C 2.344 -0.578 1.461
C 3.425 -0.507 2.516
C 3.263 0.915 3.049
C 2.082 1.486 2.254
O 1.579 2.572 2.474
N 1.682 0.586 1.304
H 4.393 -0.705 2.056
H 3.246 -1.283 3.261
H 4.131 1.548 2.862
H 3.038 0.967 4.114
```

For the largest force on an atom, the calculation gives 0.15 eV/A. For the total energy, the calculation gives -3614.4752 Ha. As for the LUMO energy: 1.7 eV. The frontier orbital gap comes out at 5.917 eV. The energy above the lowest of the compared OMol25 structures with the same formula, charge and spin comes out at 0.0 kcal per mole. The net charge is -1.

# 6
Entry from OMol25: a molecular structure, C33H35AuN2O5P2 (ωB97M-V/def2-TZVPD).

```
78
C33H35AuN2O5P2 (ωB97M-V/def2-TZVPD)
Au 0.323 -0.596 -0.357
O 3.605 2.161 4.032
C 2.984 1.584 3.188
C 3.315 1.530 1.687
O 4.266 2.036 1.145
C 2.226 0.744 1.099
C 1.361 0.260 2.063
O 0.376 -0.540 1.753
C 1.696 0.772 3.395
O 1.096 0.623 4.432
O 2.028 0.512 -0.180
C -1.710 -3.004 -1.761
P -1.682 -1.641 -0.576
C -2.926 -0.437 -1.225
N -3.835 -1.002 -1.976
C -4.822 -0.224 -2.484
C -5.814 -0.798 -3.313
C -6.808 -0.009 -3.811
C -6.856 1.374 -3.506
C -5.910 1.947 -2.709
C -4.866 1.150 -2.183
N -3.918 1.719 -1.397
C -2.948 0.975 -0.927
P -1.635 1.780 0.125
C -2.700 2.485 1.441
C -1.114 3.290 -0.843
C -2.160 4.397 -0.964
C 0.108 3.820 -0.077
C -0.660 2.837 -2.231
C -2.381 -2.303 1.000
C -2.695 -1.144 1.948
C -3.662 -3.087 0.699
C -1.330 -3.229 1.628
H -2.732 -3.327 -1.939
H -1.112 -3.821 -1.358
H -1.261 -2.672 -2.693
H -5.754 -1.856 -3.529
H -7.572 -0.438 -4.446
H -7.656 1.977 -3.914
H -5.923 3.000 -2.463
H -3.580 2.977 1.027
H -2.111 3.206 2.008
H -3.008 1.699 2.128
H -2.442 4.795 0.011
H -3.060 4.058 -1.472
H -1.726 5.221 -1.538
H -0.139 4.105 0.949
H 0.485 4.714 -0.581
H 0.911 3.082 -0.049
H -1.495 2.464 -2.828
H 0.107 2.062 -2.168
H -0.226 3.686 -2.764
H -3.492 -0.512 1.549
H -1.810 -0.542 2.152
H -3.046 -1.558 2.895
H -4.402 -2.486 0.169
H -4.097 -3.395 1.652
H -3.466 -3.988 0.118
H -0.426 -2.683 1.892
H -1.074 -4.060 0.968
H -1.749 -3.654 2.543
C 4.038 -3.053 -3.613
C 3.793 -2.883 -2.234
C 2.710 -2.172 -1.807
C 1.805 -1.586 -2.731
C 0.652 -0.842 -2.343
C -0.180 -0.314 -3.290
C 0.084 -0.485 -4.668
C 1.175 -1.194 -5.070
C 2.056 -1.761 -4.117
C 3.191 -2.505 -4.529
H 4.903 -3.616 -3.940
H 4.474 -3.312 -1.511
H 2.544 -2.039 -0.746
H -1.057 0.252 -3.000
H -0.587 -0.047 -5.397
H 1.386 -1.335 -6.123
H 3.372 -2.626 -5.590
```

For the largest force on an atom, the calculation gives 0.34 eV/A. For the total energy, the calculation gives -2582.6039 Ha. As for the LUMO energy: -1.4 eV. The frontier orbital gap comes out at 6.330 eV. The net charge is 0.

# 7
Entry from OMol25: a single C4H6O2 molecule in a non-equilibrium geometry (ωB97M-V/def2-TZVPD).

```
12
C4H6O2 (ωB97M-V/def2-TZVPD)
C -1.064 1.271 -0.128
C -1.268 -0.192 -0.141
C -0.125 -1.105 0.459
O 1.040 -1.000 -0.391
C 1.819 0.094 -0.293
O 1.679 1.117 0.308
H -1.834 1.695 -0.722
H -0.297 2.023 0.423
H -2.300 -0.793 -0.684
H 0.073 -0.720 1.468
H -0.450 -2.193 0.532
H 2.727 -0.196 -0.830
```

For the largest force on an atom, the calculation gives 4.48 eV/A. For the total energy, the calculation gives -306.3869 Ha. As for the LUMO energy: 1.0 eV. The frontier orbital gap comes out at 10.413 eV. The energy above the lowest of the compared OMol25 structures with the same formula, charge and spin comes out at 74.9 kcal per mole. The net charge is 0.

# 8
Entry from OMol25: 17 unconnected molecules or ions with the total composition C2H36O16 in a non-equilibrium geometry (ωB97M-V/def2-TZVPD).

```
54
C2H36O16 (ωB97M-V/def2-TZVPD)
C -0.101 0.295 0.395
C -1.392 0.079 0.218
H 0.699 -0.486 0.202
H 0.480 1.195 0.672
H -1.784 -0.788 -0.225
H -2.333 0.722 0.271
H -1.850 -2.281 -1.941
H -1.000 -3.426 -1.238
O -0.944 -2.694 -1.918
H 1.547 -2.277 -3.490
H 0.214 -1.946 -2.744
O 1.002 -1.593 -3.305
H 1.675 0.759 -3.906
H 0.900 -0.037 -4.884
O 0.932 0.854 -4.476
H -0.826 -1.231 2.984
H -1.243 0.199 2.603
O -0.699 -0.323 3.243
H -3.138 -0.184 -2.395
H -4.246 -1.083 -1.847
O -3.333 -0.973 -1.930
H 2.823 -3.053 3.170
H 2.560 -1.571 3.272
O 2.130 -2.520 3.180
H 0.993 4.262 2.297
H 0.638 2.897 2.862
O 0.596 3.442 2.108
H 0.482 3.559 -1.410
H -0.512 3.989 -0.191
O -0.134 3.238 -0.727
H -0.849 1.846 -2.268
H -0.682 1.032 -3.469
O -1.310 1.470 -2.969
H 1.646 1.065 -1.471
H 1.789 -0.194 -2.467
O 2.235 0.649 -2.140
H 0.058 -2.889 2.761
H -1.258 -3.362 3.524
O -0.959 -2.979 2.758
H 0.227 1.207 4.404
H 1.512 1.196 3.628
O 0.827 1.739 4.069
H 1.937 2.299 1.103
H 2.743 2.192 -0.159
O 2.576 1.795 0.731
H -3.783 1.852 -1.631
H -3.012 1.879 -2.815
O -3.820 1.645 -2.488
H 0.350 -3.697 0.797
H -1.021 -4.057 1.249
O -0.423 -4.131 0.457
H 3.100 0.447 2.209
H 1.488 -0.091 2.225
O 2.403 0.106 2.735
```

For the largest force on an atom, the calculation gives 7.13 eV/A. For the total energy, the calculation gives -1301.1826 Ha. As for the LUMO energy (alpha / beta): -5.0 / -9.4 eV. Its spin multiplicity is 2. Its expectation value of S² is 0.75. The frontier orbital gap (alpha / beta) comes out at 8.636 / 4.182 eV. The net charge is +1.